# 1
DFT (ωB97M-V with the def2-TZVPD basis set) results for C11H30ClIO2P3Pr as an isolated structure.

Last column: Mulliken spin population.
Atoms and positions in Å:
C1 2.946 0.903 -1.473  0.000
C2 1.697 0.239 -1.631  0.001
H1 3.536 0.949 -2.412  0.000
H2 3.484 0.370 -0.656  0.000
H3 2.739 1.917 -1.062  0.000
O1 0.845 -0.224 -2.282  0.003
I1 -1.859 -0.335 3.177  -0.017
Pr1 -0.813 -0.165 0.295  2.019
P1 -1.141 2.585 -0.508  -0.003
C3 -2.599 2.655 -1.607  0.000
C4 -1.641 3.477 1.011  0.001
H4 -1.796 4.546 0.821  0.000
H5 -0.387 4.715 -1.511  0.000
H6 -0.857 3.342 1.772  0.000
H7 0.904 3.812 -0.631  0.000
H8 -3.427 2.100 -1.144  0.000
H9 -2.556 3.016 1.400  0.000
C5 0.040 3.718 -1.298  0.000
H10 -2.919 3.685 -1.808  0.000
H11 0.380 3.254 -2.230  0.000
H12 -2.360 2.159 -2.555  0.000
P2 1.069 -2.485 0.732  -0.003
C6 0.286 -3.982 0.019  0.000
C7 2.818 -2.717 0.260  0.000
H13 1.453 -1.926 3.048  0.000
H14 1.783 -3.677 2.795  0.000
H15 0.093 -3.038 2.867  0.000
C8 1.118 -2.840 2.534  0.000
H16 3.401 -1.931 0.743  0.000
H17 3.240 -3.704 0.530  0.000
H18 0.838 -4.906 0.226  0.000
H19 0.208 -3.847 -1.064  0.000
H20 2.900 -2.582 -0.822  0.000
H21 -0.736 -4.074 0.414  0.000
Cl1 1.314 0.955 1.451  -0.007
C9 -4.362 -1.478 -0.258  0.003
P3 -3.259 -1.699 -1.704  0.000
C10 -2.999 -3.423 -2.063  0.000
C11 -3.826 -0.718 -3.091  0.000
O2 -1.847 -1.150 -1.403  0.005
H22 -4.510 -0.414 0.023  0.000
H23 -4.011 -1.996 0.654  -0.001
H24 -5.357 -1.885 -0.513  0.000
H25 -3.968 -3.890 -2.254  0.000
H26 -2.360 -3.540 -2.948  0.000
H27 -2.494 -3.951 -1.242  0.000
H28 -3.850 0.362 -2.879  0.000
H29 -3.151 -0.854 -3.952  0.000
H30 -4.832 -1.058 -3.366  0.000

Values from the calculation:
orbital gap (alpha / beta) = 4.8 / 4.8 eV
total charge = +2
⟨S²⟩ = 2.003
energy above the lowest of the compared OMol25 structures with the same formula, charge and spin = 0.0 kcal/mol
multiplicity = 3

***

# 2
DFT (ωB97M-V with the def2-TZVPD basis set) results for C11H30MgNO8S4 as an isolated structure.

Last column: Löwdin charge in e.
Atoms and positions in Å:
Mg1 -14.773 -22.743 -13.344  0.321
N1 -17.727 -22.217 -12.025  -0.603
O1 -16.639 -22.194 -12.607  -0.085
O2 -17.826 -22.131 -10.823  0.029
O3 -18.726 -22.358 -12.734  -0.014
C1 -12.590 -20.212 -15.531  -0.217
S1 -13.735 -19.711 -14.152  0.992
O4 -14.104 -20.993 -13.334  -0.558
C2 -12.599 -18.721 -13.102  -0.223
H1 -11.690 -20.762 -15.254  0.045
H2 -12.335 -19.342 -16.135  0.062
H3 -13.141 -20.849 -16.223  0.028
H4 -13.153 -18.313 -12.257  0.058
H5 -12.293 -17.821 -13.635  0.057
H6 -11.680 -19.181 -12.738  0.069
C3 -13.051 -24.085 -16.650  -0.204
S2 -12.107 -23.612 -15.139  0.964
O5 -13.170 -23.312 -14.079  -0.573
C4 -11.507 -25.294 -14.690  -0.203
H7 -13.790 -24.820 -16.332  0.045
H8 -12.336 -24.404 -17.408  0.066
H9 -13.647 -23.246 -17.010  0.023
H10 -12.336 -25.992 -14.574  0.054
H11 -10.937 -25.200 -13.765  0.062
H12 -10.856 -25.649 -15.489  0.060
C5 -17.773 -25.572 -13.840  -0.202
S3 -15.962 -25.718 -14.285  0.954
O6 -15.317 -24.568 -13.525  -0.582
C6 -15.583 -27.247 -13.260  -0.205
H13 -18.360 -26.486 -13.932  0.056
H14 -18.408 -24.850 -14.353  0.047
H15 -17.838 -25.351 -12.775  0.063
H16 -16.071 -28.139 -13.651  0.057
H17 -15.852 -27.196 -12.204  0.058
H18 -14.503 -27.389 -13.294  0.042
C7 -17.057 -20.454 -15.805  -0.179
S4 -16.103 -21.976 -16.316  0.917
O7 -15.465 -22.557 -15.091  -0.588
C8 -17.488 -22.985 -16.997  -0.204
H19 -17.658 -20.666 -14.921  0.062
H20 -17.683 -20.066 -16.609  0.062
H21 -16.323 -19.680 -15.583  0.026
H22 -18.287 -23.038 -16.258  0.061
H23 -17.083 -23.906 -17.416  0.056
H24 -17.830 -22.352 -17.816  0.054
C9 -14.177 -21.918 -9.376  0.012
C10 -14.405 -23.042 -10.343  -0.396
O8 -14.061 -22.876 -11.488  0.028
C11 -15.263 -24.223 -9.859  0.022
H25 -13.651 -22.210 -8.468  0.096
H26 -15.145 -21.499 -9.100  0.099
H27 -13.814 -21.027 -9.889  0.088
H28 -14.918 -24.636 -8.911  0.086
H29 -15.254 -25.110 -10.493  0.070
H30 -16.274 -23.835 -9.739  0.085

Values from the calculation:
orbital gap = 8.5 eV
total charge = +1
energy above the lowest of the compared OMol25 structures with the same formula, charge and spin = 0.0 kcal/mol

***

# 3
DFT (ωB97M-V with the def2-TZVPD basis set) results for C11H30NO5Ti as an isolated structure.

Last column: Mulliken spin population.
Atoms and positions in Å:
Ti1 4.488 -29.291 -13.258  2.848
C1 5.239 -25.574 -15.838  0.048
C2 4.785 -27.040 -15.887  0.026
C3 4.702 -27.555 -17.356  0.033
O1 5.270 -27.947 -14.940  0.855
H1 5.080 -25.138 -14.852  0.000
H2 4.748 -25.034 -16.648  -0.003
H3 6.287 -25.551 -16.139  0.004
H4 3.745 -26.907 -15.588  0.102
H5 5.620 -28.069 -17.640  0.000
H6 4.583 -26.706 -18.030  -0.001
H7 3.936 -28.327 -17.423  0.002
C4 3.986 -27.883 -10.125  0.037
O2 4.882 -28.266 -11.080  -0.027
C5 5.902 -29.151 -10.627  0.026
C6 5.730 -30.673 -10.771  0.045
N1 5.522 -31.022 -12.132  0.031
C7 4.817 -32.300 -12.438  0.023
C8 5.841 -33.412 -12.661  0.005
O3 5.421 -34.628 -12.002  0.001
C9 4.321 -35.135 -12.571  0.001
H8 4.443 -27.148 -9.462  0.007
H9 3.383 -28.727 -9.789  -0.006
H10 3.322 -27.234 -10.696  -0.002
H11 6.233 -28.876 -9.626  0.011
H12 6.793 -28.892 -11.198  -0.023
H13 4.872 -31.044 -10.209  -0.011
H14 6.580 -31.290 -10.481  -0.003
H15 6.332 -30.770 -12.681  -0.084
H16 4.090 -32.111 -13.228  0.036
H17 4.152 -32.618 -11.636  -0.012
H18 6.828 -33.128 -12.295  0.002
H19 5.845 -33.440 -13.751  0.001
H20 4.369 -36.217 -12.445  0.000
H21 4.060 -34.933 -13.610  0.000
H22 3.582 -34.833 -11.829  0.000
C10 1.506 -29.633 -12.623  0.041
O4 2.115 -29.251 -13.809  -0.009
H23 2.115 -30.365 -12.093  0.000
H24 1.260 -28.770 -12.004  0.003
H25 0.574 -30.176 -12.785  0.008
H26 1.487 -29.559 -14.466  0.004
C11 8.810 -29.677 -14.758  0.003
O5 7.636 -29.686 -13.839  -0.008
H27 9.055 -28.655 -15.049  0.001
H28 9.683 -30.269 -14.483  0.002
H29 8.633 -30.276 -15.651  -0.002
H30 6.947 -29.117 -14.191  -0.013

Values from the calculation:
orbital gap (alpha / beta) = 5.9 / 5.7 eV
total charge = +1
⟨S²⟩ = 6.007
multiplicity = 5

***

# 4
DFT (ωB97M-V with the def2-TZVPD basis set) results for C11H31BF3NO6V as an isolated structure.

Last column: Mulliken spin population.
Atoms and positions in Å:
V1 0.330 0.602 -0.961  2.889
C1 -2.029 -1.775 -1.039  0.000
O1 -2.381 -1.538 0.335  0.000
O2 -0.858 -1.205 -1.264  0.034
C2 -2.057 -3.291 -1.362  0.003
F1 -3.212 -3.884 -1.008  0.000
F2 -1.860 -3.497 -2.680  0.000
F3 -1.054 -3.955 -0.729  0.000
C3 -3.765 -1.558 0.612  0.000
C4 -3.976 -1.424 2.117  0.000
H1 -3.481 -0.527 2.492  0.000
H2 -5.005 -1.465 2.473  0.000
H3 -3.490 -2.270 2.614  0.000
H4 -4.311 -2.439 0.272  0.000
H5 -4.294 -0.736 0.114  0.001
H6 -2.824 -1.310 -1.646  -0.001
B1 0.310 1.154 -3.180  0.015
H7 0.478 1.960 -2.399  0.004
H8 -0.789 0.799 -3.286  0.024
H9 0.648 1.595 -4.195  -0.009
H10 0.895 0.218 -2.903  -0.001
C5 -0.002 0.385 3.568  0.000
C6 0.956 0.101 2.456  0.007
O3 0.237 0.039 1.217  0.001
O4 -1.015 -0.606 3.653  0.000
H11 -0.542 1.326 3.514  0.000
H12 0.604 0.393 4.487  0.000
H13 1.486 -0.837 2.649  0.002
H14 1.720 0.880 2.426  -0.001
H15 -0.442 -0.650 1.346  0.007
H16 -0.704 -1.515 3.599  0.000
C7 -2.515 1.971 0.039  0.017
O5 -1.145 2.201 -0.357  0.000
H17 -3.023 1.284 -0.635  -0.002
H18 -2.452 1.498 1.022  -0.001
H19 -3.067 2.906 0.116  0.000
H20 -1.084 3.142 -0.535  0.001
C8 4.375 2.402 -0.845  0.002
C9 3.095 1.557 -1.210  -0.022
C10 3.317 0.169 -0.695  0.022
O6 2.163 -0.628 -0.994  -0.016
C11 2.437 -1.973 -0.669  0.012
N1 1.956 2.288 -0.595  0.010
H21 4.352 2.677 0.211  0.000
H22 4.320 3.343 -1.394  0.000
H23 5.304 1.906 -1.127  0.000
H24 3.129 1.617 -2.295  -0.005
H25 3.568 0.209 0.375  -0.006
H26 4.227 -0.250 -1.131  0.000
H27 2.574 -2.121 0.407  -0.001
H28 3.299 -2.389 -1.202  0.001
H29 1.605 -2.587 -1.017  -0.001
H30 1.801 3.164 -1.086  0.007
H31 2.191 2.647 0.328  0.007

Values from the calculation:
orbital gap (alpha / beta) = 6.6 / 8.0 eV
⟨S²⟩ = 3.754
multiplicity = 4

***

Which formula does entry 2 have? C11H30MgNO8S4

***

Number 4 is which compound? C11H31BF3NO6V